Here is the molecule C3H8N2O2 at a distorted geometry from the OMol25 dataset. Energies are from ωB97M-V/def2-TZVPD.

Structure (XYZ):
```
15
Properties=species:S:1:pos:R:3
N 0.2600 1.7892 2.0683
C -0.5748 1.0437 1.2547
O -1.7504 0.9009 1.4048
C 0.1740 0.3115 0.1184
N -0.4568 -0.9620 -0.2048
C 0.2141 -1.5638 -1.3832
O 0.0177 -0.7301 -2.5005
H -0.3643 2.1365 2.7884
H 0.9363 2.4692 1.7627
H 0.0846 1.0074 -0.7215
H 1.2293 0.2244 0.3956
H -0.1306 -1.5683 0.5460
H 1.2944 -1.5175 -1.2028
H -0.0753 -2.6052 -1.4946
H -0.8584 -0.9359 -2.8317
```

Its charge is 0. The total energy comes out at -379.08809 Eh. For the HOMO energy, the calculation gives -9.579 eV. The value obtained for the energy above the lowest of the compared OMol25 structures with the same formula, charge and spin is 33.21 kcal/mol. The largest force on an atom comes out at 0.05416 Eh/bohr. Its SMILES is NC(=O)CNCO. As for the multiplicity: 1.

---

Here is C34H56FeN2OP3 as an isolated structure at a distorted geometry from the OMol25 dataset. Energies are from ωB97M-V/def2-TZVPD.

Structure (XYZ):
```
97
Properties=species:S:1:pos:R:3
C 2.0299 0.9872 1.6508
C 0.9632 2.5431 0.2764
C 2.9591 1.9306 2.0636
C 1.7699 3.5886 0.8157
C 2.7725 3.2733 1.7138
H 3.8203 1.5753 2.6288
H 1.5952 4.5891 0.4425
H 3.4229 4.0347 2.1356
N 0.9281 1.3331 0.9479
P 0.5406 -1.2298 1.9295
P -0.5878 1.4534 -1.9092
C 2.2264 -0.4941 1.9009
H 2.8157 -0.9464 1.0863
H 2.7854 -0.6776 2.8247
C -1.5624 -1.1865 -0.4167
O -2.1125 -2.0318 -1.0269
C 0.3573 2.6333 -0.9860
H 0.3106 3.6555 -1.3984
C 0.3886 1.7842 -3.5653
C -2.4358 2.0157 -2.1908
C 0.9260 -3.0724 1.7552
C 0.0359 -0.7134 3.7069
C 0.4348 0.4397 -4.2920
H -0.5650 0.0684 -4.5491
H 0.9998 0.5752 -5.2258
H 0.9498 -0.3206 -3.6975
C -0.2349 2.8481 -4.4819
H -1.2385 2.6050 -4.8435
H -0.2449 3.8400 -4.0129
H 0.4080 2.9269 -5.3731
C 1.8214 2.2767 -3.3001
H 2.3850 2.2543 -4.2453
H 1.8489 3.3059 -2.9271
H 2.3556 1.6375 -2.5941
C -2.9752 1.1749 -3.3660
H -2.8710 0.0988 -3.1605
H -4.0466 1.3828 -3.5045
H -2.4806 1.3773 -4.3215
C -3.2464 1.6573 -0.9441
H -3.1740 0.5732 -0.7504
H -2.9077 2.1924 -0.0477
H -4.3106 1.8874 -1.1064
C -2.5597 3.5240 -2.4129
H -2.0958 3.8702 -3.3384
H -3.6287 3.7768 -2.4798
H -2.1297 4.0885 -1.5752
C -1.0808 -1.6575 4.1496
H -1.5341 -1.2843 5.0794
H -1.8819 -1.7053 3.4005
H -0.7312 -2.6760 4.3526
C -0.5109 0.7213 3.6522
H 0.2464 1.4450 3.3350
H -1.3673 0.8104 2.9724
H -0.8520 1.0160 4.6555
C 1.1868 -0.7333 4.7243
H 0.7621 -0.5704 5.7261
H 1.7332 -1.6807 4.7585
H 1.9102 0.0732 4.5606
C 1.6973 -3.3087 0.4452
H 2.6927 -2.8511 0.4350
H 1.8225 -4.3914 0.2902
H 1.1350 -2.9228 -0.4138
C -0.4108 -3.8118 1.6356
H -0.9856 -3.4436 0.7779
H -0.2142 -4.8800 1.4695
H -1.0319 -3.7207 2.5317
C 1.7313 -3.6037 2.9502
H 2.6791 -3.0726 3.0981
H 1.1698 -3.5810 3.8911
H 1.9837 -4.6585 2.7639
Fe -0.3237 -0.0415 0.1500
N 1.0997 -0.3176 -0.9322
C 2.0980 -0.1812 -1.5539
C 3.2940 -0.6838 -2.1480
C 3.2452 -1.9845 -2.6944
C 4.4820 0.0747 -2.2266
C 4.3730 -2.5281 -3.3133
H 2.3114 -2.5454 -2.6321
C 5.5936 -0.4585 -2.8751
H 4.4980 1.0771 -1.7807
C 5.5397 -1.7581 -3.4047
H 4.3195 -3.5385 -3.7250
H 6.5046 0.1431 -2.9694
H 6.4114 -2.1731 -3.9133
C -5.6704 -0.0826 0.8356
P -3.9342 -0.3409 1.3690
C -4.0483 0.4636 3.0295
C -4.0174 -2.1241 1.8131
H -5.7813 0.9340 0.4385
H -6.3403 -0.2103 1.6946
H -5.9247 -0.8070 0.0524
H -5.1052 0.5426 3.3222
H -3.4831 -0.0910 3.7934
H -3.6266 1.4760 2.9328
H -4.4048 -2.2546 2.8321
H -4.6792 -2.6244 1.0950
H -3.0234 -2.5839 1.7336
```

Its expectation value of S² is 6.129. Its charge is +1. The total energy comes out at -3801.35493 Eh. For the HOMO energy (alpha / beta), the calculation gives -8.879 / -10.015 eV. The largest force on an atom comes out at 0.12585 Eh/bohr. As for the multiplicity: 5.

---

Here is a 2-piece molecular cluster, C4H11O overall at a distorted geometry from the OMol25 dataset. Energies are from ωB97M-V/def2-TZVPD.

Structure (XYZ):
```
16
Properties=species:S:1:pos:R:3
C -2.4053 0.4831 1.9155
O -2.5114 0.8626 0.6311
H -3.2220 -0.2113 2.2016
H -2.3790 1.3218 2.6690
H -1.4068 -0.0309 2.1609
C 1.7623 0.8218 -0.5832
C 0.6857 -0.2157 -0.3453
C 0.6827 -1.2750 -1.4382
H 1.6845 1.0801 -1.6507
H 1.7249 1.7455 -0.0147
H 2.7941 0.4337 -0.5752
H 0.7511 -0.7073 0.6281
H -0.2592 0.3425 -0.3276
H -0.2266 -1.8640 -1.5302
H 1.5168 -1.9758 -1.3177
H 0.8080 -0.8112 -2.4235
```

Its charge is -1. The total energy comes out at -234.19758 Eh. For the HOMO energy, the calculation gives -1.879 eV. The value obtained for the energy above the lowest of the compared OMol25 structures with the same formula, charge and spin is 8.58 kcal/mol. The largest force on an atom comes out at 0.03328 Eh/bohr. As for the multiplicity: 1.

---

Here is C11H16AlClO2Rh as an isolated structure at a distorted geometry from the OMol25 dataset. Energies are from ωB97M-V/def2-TZVPD.

Structure (XYZ):
```
32
Properties=species:S:1:pos:R:3
Rh 0.3225 -1.6425 -2.2007
Cl 1.3594 -1.9925 -4.2297
C 2.0606 -0.4984 -1.5100
C -1.2859 -0.7224 -3.1269
H 2.4909 -0.1887 -2.4937
H 2.1921 0.4399 -0.8652
H 2.6970 -1.2868 -1.0888
H -0.8524 -0.1902 -3.9758
H -2.0519 -0.0575 -2.6706
H -1.8256 -1.5842 -3.5688
Al 0.0521 0.6211 -0.1130
C -0.5020 -1.3761 -0.2674
C 0.0220 2.5895 -0.8105
H -1.5442 -1.2339 0.0577
H -0.7988 -2.1743 -1.0751
H 0.0889 -1.9521 0.4692
H -0.7999 2.7451 -1.5424
H 0.9924 2.6262 -1.4402
O 1.5051 0.3354 1.3747
C 0.6955 0.7715 2.2715
O -0.5508 0.9816 1.9304
C 1.1803 1.1067 3.6585
C 0.3493 1.9516 4.4004
C 0.7571 2.4197 5.6376
C 1.9711 1.9713 6.1657
C 2.8156 1.1018 5.4417
C 2.4059 0.6797 4.1815
H -0.5990 2.2336 3.9417
H 0.1131 3.1451 6.1642
H 2.2490 2.2974 7.1586
H 3.7652 0.7816 5.8540
H 3.0347 0.0211 3.5539
```

Its expectation value of S² is 6.034. Its charge is -1. The total energy comes out at -1392.27393 Eh. For the HOMO energy (alpha / beta), the calculation gives -0.589 / -4.927 eV. The value obtained for the energy above the lowest of the compared OMol25 structures with the same formula, charge and spin is 52.45 kcal/mol. The largest force on an atom comes out at 0.08629 Eh/bohr. As for the multiplicity: 5.

---

Here is a 2-piece molecular cluster, C4H13N3 overall at a distorted geometry from the OMol25 dataset. Energies are from ωB97M-V/def2-TZVPD.

Structure (XYZ):
```
20
Properties=species:S:1:pos:R:3
C -1.6243 -0.9788 0.1292
C -1.3871 -1.9812 1.0392
N -1.4086 -1.7421 2.4174
N -1.5501 -1.2084 -1.1900
H -1.9232 0.0010 0.4758
H -1.2021 -2.9945 0.6783
H -0.4555 -1.7376 2.7919
H -1.8994 -2.5089 2.8703
H -1.0401 -2.0464 -1.4722
H -1.2658 -0.3935 -1.7313
C 1.4638 2.2095 -1.5664
C 0.9633 1.6108 -0.2604
N 1.7560 0.4240 0.0984
H 1.4110 1.4452 -2.3404
H 0.8368 3.0538 -1.8482
H 2.4848 2.5779 -1.4896
H 0.9566 2.3791 0.5182
H -0.0558 1.2605 -0.4507
H 2.6450 0.7096 0.4804
H 1.2949 -0.0800 0.8501
```

Its expectation value of S² is 0.760. Its charge is +1. The total energy comes out at -324.15099 Eh. For the HOMO energy (alpha / beta), the calculation gives -12.829 / -12.827 eV. The value obtained for the energy above the lowest of the compared OMol25 structures with the same formula, charge and spin is 9.37 kcal/mol. The largest force on an atom comes out at 0.03703 Eh/bohr. As for the multiplicity: 2.

---

Here is an isolated ion of composition C4H6NO2 and charge +1 at a distorted geometry from the OMol25 dataset. Energies are from ωB97M-V/def2-TZVPD.

Structure (XYZ):
```
13
Properties=species:S:1:pos:R:3
C 0.2517 -0.8857 0.0907
C -0.2590 0.3226 -1.6772
C 0.5438 -1.5717 -1.0988
C -0.6926 1.3726 0.4688
N -0.2554 0.2254 -0.2440
O 0.5062 2.1934 0.6696
O 0.3023 -0.7079 -2.1298
H 0.3689 -1.2392 1.0688
H 1.6319 -2.0321 -1.1981
H -0.1387 -2.3668 -1.1701
H -1.3376 2.0005 -0.3230
H 0.3362 3.0383 1.1758
H -1.2707 1.2022 1.3913
```

Its charge is +1. The total energy comes out at -360.84377 Eh. For the HOMO energy, the calculation gives -14.731 eV. The value obtained for the energy above the lowest of the compared OMol25 structures with the same formula, charge and spin is 81.68 kcal/mol. The largest force on an atom comes out at 0.11420 Eh/bohr. As for the multiplicity: 1.